Record 1
Formula: C6H10O4
Source: the Open Molecules 2025 dataset
Level of theory: ωB97M-V with the def2-TZVPD basis set

Results
structure (SMILES): O[C@H]1[C@@H]2O[C@H]2[C@H](O)C[C@@H]1O
HOMO energy: -9.93 eV
DFT total energy: -14570.16495 eV
frontier orbital gap: 10.57 eV
molar mass: 146.1 g mol⁻¹
multiplicity: 1

```
20
Properties=species:S:1:pos:R:3:forces:R:3
O 0.3105 -2.1129 1.7238 1.942 -3.156 -2.138
C 0.5009 -1.0933 0.6943 -1.021 -0.392 3.021
C 0.0808 -1.2941 -0.7110 -1.099 1.182 -0.795
O 0.8657 -1.3204 -1.9373 -1.236 -0.596 -0.105
C 0.6010 -0.0684 -1.3257 1.390 -0.186 -0.001
C -0.3628 1.0511 -1.3008 -3.318 -0.842 -1.185
O 0.0738 2.2224 -1.9406 0.044 0.150 -0.927
C -0.4603 1.2910 0.2704 -0.715 -1.666 -0.680
C -0.5063 0.0169 1.2253 0.957 0.054 -1.129
O -0.1759 0.4215 2.5858 -0.380 -0.805 -1.459
H 0.8720 -2.9534 1.4004 -1.935 2.791 1.296
H 1.4968 -0.7208 0.8726 0.512 0.121 -0.613
H -1.0510 -1.3518 -0.9356 1.898 -0.493 0.597
H 1.5855 0.2686 -1.0145 -0.125 0.416 0.538
H -1.4050 0.7701 -1.8020 1.848 0.208 1.287
H -0.0412 2.0641 -2.9094 0.236 0.352 1.202
H 0.4172 1.8609 0.3867 1.060 0.844 1.024
H -1.3405 1.8364 0.5208 -0.450 0.890 -0.039
H -1.5067 -0.4903 1.1232 0.635 0.699 0.547
H 0.0457 -0.3978 3.0739 -0.244 0.427 -0.441
```
Positions in Å, forces in eV/Å.

Atomic partial charges in e from the natural (NBO) method, atoms 1 to 4: -0.75 0.02 -0.01 -0.44

Record 2
Formula: C6H10O4P2
Source: the Open Molecules 2025 dataset
Level of theory: ωB97M-V with the def2-TZVPD basis set

Results
HOMO energy (alpha / beta): -8.61 / -8.61 eV
DFT total energy: -33144.99446 eV
frontier orbital gap (alpha / beta): 7.89 / 7.89 eV
molar mass: 208.1 g mol⁻¹
multiplicity: 1

```
22
Properties=species:S:1:pos:R:3:forces:R:3
C -1.5973 -1.5959 -0.1662 -3.240 -3.104 0.979
C 0.3135 2.1838 1.6117 -0.154 4.761 1.192
C -1.8551 -0.4218 -0.9727 -2.028 3.267 0.903
C -0.6206 1.1213 1.3079 -4.592 0.142 0.842
C 2.1156 -1.2475 -0.1827 0.816 3.996 1.670
C -0.1833 2.0373 -1.2801 2.322 -2.323 -1.175
O 2.6219 1.5844 -0.8291 3.072 1.718 -0.149
O -2.7233 2.1513 -0.1558 0.426 -0.305 -0.087
O -0.8002 -1.2665 -1.2018 2.546 -0.464 -2.771
O 0.7313 0.9218 1.2054 3.488 -2.012 0.363
P 1.4446 0.8043 -0.6969 -3.235 -2.059 -0.060
P -1.4690 1.3712 -0.3386 -1.381 -1.830 -0.023
H -1.1475 -1.6458 0.7672 0.961 0.849 1.909
H -2.2447 -2.5473 -0.1917 0.739 1.422 -0.807
H 0.5361 3.0706 0.8715 -0.566 -2.121 1.359
H 0.3766 2.4765 2.7203 0.551 -0.854 -1.728
H -2.7153 -0.3482 -1.6919 0.912 -0.551 0.526
H -1.2130 0.6824 2.2518 1.544 0.567 -2.396
H 3.2118 -1.3648 -0.1775 -0.448 0.808 -0.150
H 1.7036 -1.8791 -0.8392 -1.768 -2.230 -2.494
H 1.7270 -1.3826 0.8162 -0.185 0.014 0.177
H -0.3051 1.8511 -2.4221 0.221 0.309 1.920
```
Positions in Å, forces in eV/Å.

Atomic partial charges in e from the natural (NBO) method, atoms 1 to 4: -0.10 -0.12 -0.25 -0.29

Record 3
Formula: C6H10O5Sc
Source: the Open Molecules 2025 dataset
Level of theory: ωB97M-V with the def2-TZVPD basis set

Results
<S²>: 0.759
HOMO energy (alpha / beta): -15.24 / -18.27 eV
DFT total energy: -37301.51985 eV
net charge: +2
frontier orbital gap (alpha / beta): 4.73 / 7.85 eV
molar mass: 207.1 g mol⁻¹
multiplicity: 2

```
22
Properties=species:S:1:pos:R:3:forces:R:3
O -3.5564 1.7730 -0.2149 2.034 -1.512 -0.752
C -2.6754 0.9919 -0.3882 -1.878 1.870 1.212
C -2.7899 -0.5057 -0.1144 -0.617 -0.497 -0.108
O -1.5833 -1.2018 -0.1472 0.773 -0.185 -0.202
C -0.9475 -1.3468 1.1002 -0.277 0.415 0.337
C 0.3159 -2.1580 0.9588 -0.874 -0.862 1.058
O 1.2166 -1.6106 -0.0206 0.694 1.374 0.289
C 1.2731 -2.3368 -1.2584 -0.023 -0.701 -1.175
H -3.3080 -0.6202 0.8553 0.117 0.140 -0.309
H -3.4360 -0.9244 -0.9008 0.112 0.220 0.163
H -1.6124 -1.8645 1.8135 0.318 0.104 -0.049
H -0.6995 -0.3623 1.5386 -0.157 -0.051 -0.034
H 0.8504 -2.1643 1.9167 -0.144 -0.147 -0.133
H 0.0880 -3.1920 0.6735 0.205 0.233 -0.037
H 1.9685 -1.8098 -1.9212 -0.065 -0.058 -0.026
H 1.6529 -3.3475 -1.0653 -0.064 0.294 -0.010
H 0.2753 -2.3662 -1.7105 0.247 0.076 0.144
O 0.8543 1.7689 0.9061 1.727 -1.475 1.291
C 0.3783 1.9178 -0.2525 -4.665 -0.978 -0.409
O 1.0868 1.5319 -1.2193 1.797 -1.511 -0.369
Sc 2.0829 0.2357 0.1299 -2.008 2.526 -0.773
H -1.0067 1.8081 -0.3628 2.746 0.724 -0.106
```
Positions in Å, forces in eV/Å.

Atomic partial charges in e from the natural (NBO) method, atoms 1 to 4: -0.32 0.49 -0.20 -0.53

Record 4
Formula: C6H10O6Tl
Source: the Open Molecules 2025 dataset
Level of theory: ωB97M-V with the def2-TZVPD basis set

Results
HOMO energy: -4.24 eV
DFT total energy: -23364.90254 eV
net charge: -1
frontier orbital gap: 7.02 eV
molar mass: 382.5 g mol⁻¹
multiplicity: 1

```
23
Properties=species:S:1:pos:R:3:forces:R:3
O -3.4325 -1.0809 2.7403 0.832 -0.716 0.203
C -4.1657 -0.3935 1.9118 0.640 0.202 -3.256
O -5.1261 0.3024 2.4514 -0.854 0.637 -0.052
O -3.9533 -0.3895 0.6679 -0.134 0.042 1.359
Tl -4.6893 -0.5084 4.4370 -0.353 -0.066 1.680
O 0.5365 0.9573 -1.5364 -0.357 1.084 -0.059
C 1.2034 -0.1748 -1.6345 -0.557 -0.992 -0.539
O 1.0348 -1.0313 -2.4732 0.288 0.350 0.429
O 2.0964 -0.2198 -0.6573 0.793 -0.067 0.509
C 2.9811 -1.3459 -0.6145 -0.119 -0.276 -0.276
C 3.9132 -1.1565 0.5582 0.122 0.036 0.178
H 3.5321 -1.3997 -1.5636 -0.157 -0.032 0.188
H 2.3824 -2.2613 -0.5098 0.147 0.207 -0.082
H 4.5052 -0.2384 0.4444 -0.164 -0.219 0.046
H 4.6023 -2.0094 0.6139 -0.140 0.189 0.009
H 3.3514 -1.1017 1.5003 0.148 0.008 -0.254
C -0.8157 0.9111 -0.9881 -0.092 -0.178 -0.201
H -1.4200 0.2807 -1.6555 0.091 0.071 0.424
H -0.7525 0.4889 0.0235 -0.194 -0.067 -0.320
C -1.3393 2.3265 -0.9430 -0.113 0.176 0.058
H -0.7184 2.9509 -0.2860 -0.120 -0.153 -0.198
H -1.3649 2.7758 -1.9449 0.061 -0.135 0.224
H -2.3611 2.3174 -0.5418 0.234 -0.102 -0.070
```
Positions in Å, forces in eV/Å.

Atomic partial charges in e from the Löwdin method, atoms 1 to 4: -0.33 -1.01 -0.32 -0.08